Molecular formula: C35H54ClN5O3SSi4Ti
Method: DFT, ωB97M-V with the def2-TZVPD basis set

Properties
strongest force on any atom = 3.444 eV/A
DFT total energy = -128746.2681 eV
highest occupied orbital energy (alpha / beta) = -0.33886 / -0.33713 hartree

```
! RIJCOSX wB97M-V def2-TZVPD def2/J DEFGRID3
* xyz 1 2
Ti -0.73 -0.41 -0.29
O -2.58 -0.98 0.72
S -2.20 -0.56 2.17
O -2.82 0.70 2.57
N -0.53 -0.51 1.96
C 0.10 -1.71 2.31
C 0.42 -2.03 3.64
C 1.06 -3.25 3.96
C 1.34 -4.17 2.97
C 1.07 -3.86 1.60
C 1.27 -4.84 0.61
C 0.87 -4.55 -0.69
C 0.31 -3.30 -0.95
N 0.13 -2.34 -0.02
C 0.45 -2.60 1.26
C -2.88 -1.79 3.27
C -3.20 -1.51 4.60
C -4.12 -2.35 5.25
C -4.49 -3.55 4.65
C -3.98 -3.94 3.41
C -3.05 -3.09 2.79
H 0.14 -1.33 4.42
H 1.28 -3.44 5.01
H 1.66 -5.22 3.22
H 1.67 -5.81 0.92
H 1.07 -5.25 -1.51
H -0.07 -3.03 -1.93
H -2.75 -0.64 5.10
H -4.50 -2.01 6.23
H -5.15 -4.21 5.20
H -4.27 -4.94 3.00
H -2.58 -3.45 1.90
Cl -0.44 -1.04 -5.89
C -1.36 -1.32 -4.40
C -2.53 -2.11 -4.39
C -3.17 -2.34 -3.16
C -2.70 -1.70 -2.03
N -1.57 -0.95 -2.05
C -0.93 -0.75 -3.23
H -2.93 -2.54 -5.33
H -4.07 -2.98 -3.10
H -3.19 -1.79 -1.07
H -0.05 -0.13 -3.17
C -1.14 3.17 1.93
N -2.38 3.08 1.16
C -3.38 4.11 1.45
C -4.75 3.69 0.96
C -4.69 3.31 -0.50
N -3.57 2.41 -0.73
C -3.38 1.91 -2.08
C -2.51 2.21 0.12
O -1.60 1.39 -0.16
H -1.30 3.05 3.01
H -0.78 4.21 1.78
H -0.37 2.44 1.59
H -3.04 5.05 1.02
H -3.32 4.26 2.54
H -5.44 4.54 1.11
H -5.17 2.90 1.59
H -4.49 4.15 -1.17
H -5.60 2.82 -0.86
H -3.51 0.81 -2.15
H -2.33 2.16 -2.39
H -4.09 2.40 -2.72
C 3.79 -0.51 1.83
Si 3.27 1.11 1.09
C 4.89 2.08 0.74
C 2.29 2.12 2.32
Si 1.88 0.63 -0.87
Si 2.12 2.66 -2.15
C 1.39 2.41 -3.86
C 3.84 3.41 -2.35
C 1.03 3.86 -1.12
Si 3.37 -0.82 -2.17
C 4.77 0.18 -2.94
C 4.18 -2.15 -1.17
C 2.39 -1.58 -3.59
H 3.70 -0.42 2.93
H 4.87 -0.63 1.65
H 3.26 -1.43 1.52
H 5.59 1.68 1.51
H 4.77 3.18 0.88
H 5.35 1.87 -0.23
H 2.99 2.33 3.12
H 1.42 1.58 2.65
H 2.04 3.09 1.83
H 1.81 1.60 -4.46
H 1.57 3.37 -4.37
H 0.30 2.25 -3.77
H 4.40 3.00 -3.21
H 4.52 3.38 -1.47
H 3.58 4.44 -2.53
H 0.08 3.43 -0.76
H 0.77 4.70 -1.78
H 1.61 4.28 -0.26
H 5.38 0.73 -2.25
H 4.46 0.84 -3.78
H 5.44 -0.62 -3.37
H 4.73 -1.72 -0.34
H 4.84 -2.68 -1.89
H 3.46 -2.84 -0.76
H 1.62 -0.92 -4.04
H 1.91 -2.52 -3.31
H 3.16 -1.84 -4.33
*
```

***

Molecular formula: C35H55Br2IN2O15P3S
Method: DFT, ωB97M-V with the def2-TZVPD basis set

Properties
strongest force on any atom = 1.553 eV/A
DFT total energy = -257763.6246 eV
highest occupied orbital energy = -0.41197 hartree

```
! RIJCOSX wB97M-V def2-TZVPD def2/J DEFGRID3
* xyz 1 1
C 4.73 -1.39 -3.09
C 5.03 -0.11 -3.83
C 6.37 0.23 -3.89
C 6.82 1.36 -4.53
C 5.91 2.18 -5.16
C 4.57 1.87 -5.11
C 4.10 0.75 -4.44
C 2.57 0.72 -4.53
N 1.58 0.07 -3.54
P 1.69 -1.73 -4.25
S 1.27 -3.33 -3.34
C 1.72 0.41 -2.03
Br 1.72 -1.06 -0.75
Br 3.33 1.45 -1.57
O 0.66 1.21 -1.69
C -0.07 1.71 -2.83
P 0.98 3.32 -3.27
O 0.10 4.16 -4.33
I 0.90 4.58 -1.21
P -1.75 2.18 -2.12
O -1.67 2.18 -0.66
O -2.03 3.58 -2.80
O -2.95 1.28 -2.64
C 0.10 0.54 -3.83
C -0.16 1.06 -5.25
C -0.98 -0.56 -3.65
C -1.34 -1.14 -2.29
C -2.73 -1.83 -2.30
N -3.32 -1.96 -3.65
H 4.68 -2.24 -3.77
H 5.53 -1.61 -2.39
H 3.81 -1.37 -2.52
H 7.08 -0.42 -3.38
H 7.88 1.59 -4.51
H 6.23 3.08 -5.67
H 3.87 2.54 -5.59
H 2.27 1.76 -4.57
H 2.29 0.31 -5.50
H 0.89 -1.42 -5.34
H 2.98 -1.65 -4.76
H -0.81 3.87 -4.46
H -2.48 4.14 -2.15
H -3.29 0.78 -1.87
H 0.57 1.78 -5.61
H -0.23 0.26 -5.98
H -1.12 1.59 -5.22
H -1.87 -0.08 -4.04
H -0.83 -1.38 -4.36
H -0.62 -1.89 -1.98
H -1.33 -0.40 -1.49
H -3.40 -1.33 -1.60
H -2.61 -2.83 -1.90
H -3.90 -2.78 -3.70
H -3.90 -1.16 -3.86
O 8.69 -2.40 -2.67
C 9.66 -1.72 -2.83
O 9.55 -0.39 -3.07
C 10.84 0.19 -3.33
C 11.84 -0.78 -2.70
C 11.12 -2.12 -2.86
H 10.97 0.26 -4.42
H 10.87 1.18 -2.90
H 12.82 -0.74 -3.17
H 11.96 -0.55 -1.64
H 11.33 -2.60 -3.82
H 11.33 -2.83 -2.06
O -3.61 -0.73 0.67
C -3.82 -0.05 1.64
O -4.68 -0.43 2.60
C -4.83 0.62 3.59
C -3.57 1.47 3.45
C -3.25 1.31 1.96
H -5.74 1.18 3.36
H -4.94 0.17 4.57
H -3.71 2.49 3.77
H -2.76 1.04 4.03
H -3.77 2.04 1.34
H -2.19 1.34 1.73
O -6.15 2.68 5.97
C -6.12 3.75 5.45
O -5.42 3.97 4.31
C -5.47 5.36 3.94
C -6.71 5.91 4.64
C -6.77 5.04 5.90
H -4.55 5.84 4.30
H -5.51 5.43 2.86
H -6.65 6.98 4.83
H -7.59 5.72 4.02
H -6.18 5.46 6.72
H -7.78 4.85 6.25
O -0.02 0.20 6.72
C -0.46 -0.65 6.01
O -0.97 -0.36 4.78
C -1.51 -1.56 4.18
C -0.81 -2.71 4.88
C -0.58 -2.14 6.27
H -2.59 -1.57 4.35
H -1.33 -1.53 3.11
H -1.39 -3.63 4.86
H 0.15 -2.92 4.40
H -1.44 -2.30 6.93
H 0.32 -2.51 6.75
O -2.31 -5.85 5.54
C -3.41 -5.39 5.63
O -3.67 -4.10 5.27
C -5.03 -3.76 5.58
C -5.77 -5.10 5.65
C -4.67 -6.03 6.16
H -5.04 -3.23 6.54
H -5.41 -3.10 4.81
H -6.65 -5.06 6.28
H -6.08 -5.40 4.65
H -4.61 -6.05 7.25
H -4.76 -7.05 5.79
*
```